1.
Below is a 8-piece molecular cluster, C5H23NO8 overall, with properties calculated with ωB97M-V with the def2-TZVPD basis set.

Geometry as ORCA input:
```
! wB97M-V def2-TZVPD RIJCOSX def2/J DEFGRID3
* xyz 0 1
O -3.37 -0.67 -0.98
C -2.64 0.19 -1.26
C -1.21 0.21 -0.62
C -1.53 1.06 0.73
C -1.69 2.53 0.34
C -0.61 2.69 -0.88
N -0.27 1.25 -1.41
H -3.03 1.25 -1.66
H -0.78 -0.70 -0.60
H -2.36 0.65 1.24
H -0.75 0.87 1.47
H -2.66 2.95 0.01
H -1.52 3.27 1.13
H 0.38 3.13 -0.57
H -1.01 3.33 -1.70
H 0.65 1.12 -1.29
O -0.86 -3.13 3.32
H -0.38 -2.46 2.86
H -1.45 -3.42 2.57
O 2.48 -0.07 -1.84
H 2.55 -1.08 -1.83
H 1.97 0.23 -2.63
O 1.31 -1.59 2.77
H 1.37 -0.79 2.19
H 2.11 -1.95 2.90
O -1.41 -2.90 -1.12
H -1.66 -2.16 -1.75
H -2.14 -3.45 -1.16
O 1.69 0.42 1.23
H 2.59 0.99 1.39
H 1.85 -0.03 0.42
O 1.20 -2.32 -0.98
H 1.45 -2.95 -0.32
H 0.24 -2.37 -0.91
O 2.88 1.99 -0.15
H 3.15 1.26 -0.57
H 3.44 2.67 -0.36
*
```

Summary:
HOMO level = -8.910 eV
LUMO = 0.24 eV
energy = -860.8649 Eh
max |F| = 7.47 eV Å⁻¹
HOMO-LUMO gap = 9.153 eV

Here are the Löwdin charges for atoms 1 to 8, given in e: 0.073, -0.258, -0.160, -0.126, -0.155, -0.138, 0.007, 0.160

---

2.
Below is a 6-piece molecular cluster, C5H24N2O5 overall, with properties calculated with ωB97M-V with the def2-TZVPD basis set.

Geometry as ORCA input:
```
! wB97M-V def2-TZVPD RIJCOSX def2/J DEFGRID3
* xyz 0 1
C 2.09 2.10 -0.49
C 1.89 0.93 -1.50
C 0.67 -0.01 -1.52
C -0.40 0.41 -0.58
N -1.82 0.64 -1.18
C -2.36 -0.60 -1.44
N -3.30 -1.16 -0.48
H 1.49 1.78 0.41
H 1.58 2.99 -0.90
H 3.03 2.58 -0.39
H 2.75 0.32 -1.33
H 2.05 1.24 -2.53
H 0.18 0.04 -2.57
H 0.92 -1.04 -1.44
H -0.20 1.38 -0.19
H -0.62 -0.35 0.33
H -2.45 1.45 -0.72
H -2.72 -0.69 -2.49
H -1.58 -1.39 -1.31
H -4.18 -0.59 -0.49
H -2.94 -1.15 0.42
O 0.63 -2.81 2.92
H 1.52 -2.92 2.47
H 0.57 -1.87 2.77
O 1.77 1.20 2.80
H 1.70 1.90 2.14
H 2.12 0.56 2.35
O 2.99 -1.60 -2.30
H 2.42 -2.38 -2.53
H 2.51 -0.75 -2.73
O -2.07 -2.58 1.59
H -1.89 -3.07 0.67
H -1.27 -2.14 1.86
O -1.63 2.62 3.15
H -2.10 1.91 2.87
H -1.32 3.04 2.38
*
```

Summary:
HOMO level = -8.686 eV
LUMO = 0.05 eV
energy = -690.4429 Eh
max |F| = 7.85 eV Å⁻¹
HOMO-LUMO gap = 8.738 eV

Here are the Löwdin charges for atoms 1 to 8, given in e: -0.076, -0.244, -0.214, -0.221, -0.087, -0.422, 0.006, 0.045

---

3.
Below is a 7-piece molecular cluster, C5H24N2O7 overall, with properties calculated with ωB97M-V with the def2-TZVPD basis set.

Geometry as ORCA input:
```
! wB97M-V def2-TZVPD RIJCOSX def2/J DEFGRID3
* xyz 1 2
C 1.15 2.27 -2.26
C 0.57 1.62 -1.00
C 0.95 2.26 0.33
C -0.27 2.41 1.31
C -1.02 1.10 1.46
N -2.27 1.08 0.95
O -0.61 0.17 2.13
N 0.95 0.24 -0.98
H 2.23 2.36 -2.11
H 1.01 1.61 -3.13
H 0.86 3.29 -2.43
H -0.52 1.60 -1.04
H 1.30 3.27 0.13
H 1.68 1.67 0.88
H -0.87 3.27 1.12
H 0.19 2.65 2.27
H -2.70 1.81 0.40
H -2.77 0.20 0.92
H 1.12 -0.18 -1.90
H 1.59 -0.08 -0.25
H -2.71 -2.33 1.22
H -3.29 -2.84 0.01
O -3.34 -2.02 0.53
H 2.90 -0.24 2.91
H 1.91 0.83 2.67
O 2.86 0.70 2.72
H -0.33 -1.44 -1.43
H -1.43 -1.53 -0.49
O -0.70 -2.08 -0.82
H -0.65 -1.82 -4.12
H 0.85 -1.71 -4.11
O 0.07 -1.45 -3.61
H -0.62 -4.54 0.74
H -0.70 -3.13 0.67
O -1.06 -3.83 1.24
H 1.44 -2.42 1.39
H 0.75 -1.11 1.68
O 1.49 -1.66 1.98
*
```

Summary:
<S²> = 0.755
HOMO level (spin up / spin down) = -13.722 / -13.720 eV
LUMO (spin up / spin down) = -3.12 / -8.24 eV
energy = -840.8011 Eh
max |F| = 1.73 eV Å⁻¹
HOMO-LUMO gap (spin up / spin down) = 10.603 / 5.481 eV

Here are the Löwdin charges for atoms 1 to 8, given in e: 0.007, -0.360, -0.102, -0.073, -0.540, 0.207, 0.062, 0.322

---

4.
Below is a 9-piece molecular cluster, C5H24O8 overall, with properties calculated with ωB97M-V with the def2-TZVPD basis set.

Geometry as ORCA input:
```
! wB97M-V def2-TZVPD RIJCOSX def2/J DEFGRID3
* xyz 0 1
C 1.48 -0.65 2.42
C 2.14 -0.26 1.34
C 1.61 0.71 0.36
C 1.02 0.49 -0.80
C 0.79 1.58 -1.82
H 1.92 -1.31 3.18
H 0.51 -0.19 2.73
H 3.18 -0.61 1.16
H 1.98 1.73 0.70
H 0.80 -0.49 -1.23
H 0.66 2.62 -1.48
H -0.16 1.42 -2.39
H 1.69 1.60 -2.47
O -2.25 0.17 2.54
H -1.88 -0.33 3.28
H -2.18 -0.42 1.77
O 0.49 -3.59 -1.86
H 0.64 -3.65 -0.91
H 1.21 -3.13 -2.31
O 0.82 4.06 1.37
H 0.74 4.38 0.48
H 0.02 3.52 1.49
O -1.70 2.51 1.61
H -1.32 1.63 1.54
H -2.11 2.67 2.46
O 2.78 -1.45 -2.65
H 3.11 -0.74 -2.10
H 2.49 -1.09 -3.48
O -2.50 1.35 -1.28
H -2.62 2.17 -0.83
H -2.37 0.59 -0.72
O -1.90 -2.40 -1.33
H -1.10 -2.73 -1.82
H -2.47 -3.16 -1.48
O -1.74 -2.09 1.18
H -1.44 -2.10 0.22
H -2.36 -2.81 1.15
*
```

Summary:
HOMO level = -9.597 eV
LUMO = 0.21 eV
energy = -806.7593 Eh
max |F| = 2.12 eV Å⁻¹
HOMO-LUMO gap = 9.802 eV

Here are the Löwdin charges for atoms 1 to 8, given in e: -0.005, -0.198, -0.148, -0.182, -0.107, 0.057, 0.060, 0.107

---

5.
Below is a 6-piece molecular cluster, C5H25N3O5 overall, with properties calculated with ωB97M-V with the def2-TZVPD basis set.

Geometry as ORCA input:
```
! wB97M-V def2-TZVPD RIJCOSX def2/J DEFGRID3
* xyz 0 1
C -2.33 0.35 -0.19
C -1.06 -0.28 0.37
C -0.16 0.81 0.97
N -0.70 1.26 2.21
C 1.43 0.56 1.10
N 2.05 0.43 -0.21
C 2.44 -0.94 -0.58
N 2.29 -1.38 -1.92
H -3.12 0.26 0.57
H -2.19 1.43 -0.14
H -2.64 -0.01 -1.18
H -1.34 -1.17 0.97
H -0.48 -0.59 -0.53
H -0.09 1.58 0.15
H -0.91 0.49 2.87
H -0.11 1.86 2.78
H 1.54 -0.33 1.70
H 1.92 1.41 1.59
H 2.86 1.02 -0.37
H 3.45 -1.12 -0.16
H 1.78 -1.64 -0.02
H 2.94 -0.97 -2.57
H 1.34 -1.13 -2.20
O -1.91 -0.91 -2.93
H -2.06 0.00 -2.62
H -2.38 -0.86 -3.77
O 0.23 -1.05 3.62
H 0.42 -1.13 2.66
H -0.28 -1.87 3.68
O 0.45 -3.01 1.43
H 0.02 -3.59 0.79
H 1.31 -3.43 1.50
O 0.09 1.14 -2.61
H -0.02 0.26 -2.98
H 0.53 1.08 -1.75
O -2.14 3.95 -0.82
H -1.73 3.71 0.03
H -1.43 3.81 -1.46
*
```

Summary:
HOMO level = -8.557 eV
LUMO = 0.31 eV
energy = -745.9132 Eh
max |F| = 2.33 eV Å⁻¹
HOMO-LUMO gap = 8.870 eV

Here are the Löwdin charges for atoms 1 to 8, given in e: -0.094, -0.208, -0.410, 0.039, -0.168, -0.073, -0.343, 0.025

---

6.
Below is a 8-piece molecular cluster, C5H25N3O7 overall, with properties calculated with ωB97M-V with the def2-TZVPD basis set.

Geometry as ORCA input:
```
! wB97M-V def2-TZVPD RIJCOSX def2/J DEFGRID3
* xyz 2 1
C 0.53 -0.89 -2.53
C 1.66 -0.87 -1.48
C 1.58 0.20 -0.46
C 0.75 0.41 0.58
N 1.18 1.53 1.24
C 2.32 1.93 0.71
N 2.56 1.17 -0.32
N -0.66 -1.72 -2.17
H 0.20 0.13 -2.73
H 0.90 -1.26 -3.49
H 2.60 -0.97 -1.99
H 1.58 -1.86 -1.02
H -0.14 -0.12 0.85
H 0.44 2.01 1.74
H 2.99 2.69 1.07
H 3.35 1.24 -0.95
H -1.57 -1.24 -2.33
H -0.65 -2.14 -1.19
H -0.79 -2.49 -2.82
H -1.22 4.26 0.07
H -1.15 2.72 -0.14
O -0.96 3.43 0.48
H -3.42 -0.11 -2.26
H -3.09 -0.35 -0.72
O -2.78 -0.46 -1.63
H -2.95 -1.01 2.18
H -4.15 -0.20 1.68
O -3.23 -0.41 1.45
H -1.53 -2.35 3.33
H -1.73 -0.85 3.83
O -2.16 -1.65 3.52
H 2.43 -1.67 3.06
H 1.18 -0.86 2.99
O 1.74 -1.41 2.43
H -1.84 -2.35 0.60
H -0.64 -3.38 0.64
O -0.92 -2.49 0.35
H 1.90 2.35 -3.42
H 0.77 3.06 -2.65
O 1.31 2.27 -2.66
*
```

Summary:
HOMO level = -16.205 eV
LUMO = -5.35 eV
energy = -895.9390 Eh
max |F| = 1.98 eV Å⁻¹
HOMO-LUMO gap = 10.857 eV

Here are the Löwdin charges for atoms 1 to 8, given in e: -0.123, -0.077, -0.210, -0.036, 0.132, -0.031, 0.166, 0.140